# 1
{
  "formula": "H18O9",
  "method": "the ωB97M-V functional and the def2-TZVPD basis",
  "de_lowest_kj_mol": 217.1,
  "gap_ev": 10.2,
  "smiles": "O.O.O.O.O.O.O.O.O",
  "homo_ha": -0.3774,
  "fmax_ev_per_a": 0.9,
  "species": ["O", "H", "H", "O", "H", "H", "O", "H", "H", "O", "H", "H", "O", "H", "H", "O", "H", "H", "O", "H", "H", "O", "H", "H", "O", "H", "H"],
  "positions_angstrom": [[4.60045, 0.32199, 3.72187], [4.80313, 0.45550, 2.79595], [4.10081, 1.09897, 3.97264], [2.24657, -1.85338, 3.21189], [1.77060, -1.17695, 2.73011], [3.02773, -1.40883, 3.54112], [5.63812, 3.21668, 5.23136], [6.24526, 3.73414, 5.76038], [6.15805, 2.93051, 4.48035], [6.67511, -2.38289, 3.24909], [6.36012, -1.69985, 2.65708], [5.91970, -2.59107, 3.79886], [2.46342, 0.11577, 7.28829], [1.83269, 0.73562, 7.65462], [2.86777, 0.58711, 6.55988], [5.49426, 0.80347, 6.78591], [5.70356, 0.34041, 5.97473], [5.31004, 1.70108, 6.50916], [5.53993, -1.32085, 0.73025], [5.75196, -1.24682, -0.20023], [5.03623, -2.13200, 0.79780], [5.13488, 1.39307, 1.22029], [5.84236, 1.82698, 0.74339], [5.11873, 0.50310, 0.86827], [2.10260, 2.30521, 4.72885], [1.38942, 1.77790, 4.36892], [1.92484, 3.19309, 4.41852]],
  "lowdin_charge": [-0.0446, -0.0165, 0.0134, -0.0539, 0.0236, -0.0078, -0.0398, 0.0520, 0.0466, -0.0494, -0.0178, 0.0316, -0.0551, 0.0259, -0.0108, -0.0562, 0.0118, -0.0147, -0.0306, 0.0665, 0.0722, -0.0456, 0.0548, -0.0089, -0.0329, 0.0424, 0.0437]
}

=====

# 2
{
  "formula": "C8H15P",
  "method": "the ωB97M-V functional and the def2-TZVPD basis",
  "de_lowest_kj_mol": 247.5,
  "gap_ev": 7.4,
  "homo_ha": -0.2761,
  "fmax_ev_per_a": 5.4,
  "species": ["C", "C", "C", "C", "C", "C", "C", "C", "P", "H", "H", "H", "H", "H", "H", "H", "H", "H", "H", "H", "H", "H", "H", "H"],
  "positions_angstrom": [[2.63573, -1.03641, 1.23384], [1.69170, -0.15518, 0.89387], [-1.01934, 1.10636, 0.30573], [0.27352, 1.31082, -0.46413], [-1.79246, -0.10798, -0.28845], [1.20933, 0.10179, -0.39226], [-2.90155, -0.55129, 0.54681], [1.97948, -0.26254, -1.61463], [-0.67856, -1.56252, -0.55436], [3.10862, -1.31508, 2.15726], [2.93571, -1.61505, 0.34949], [1.23332, 0.38320, 1.84052], [-0.65872, 1.04772, 1.38908], [-1.64532, 2.08889, 0.01295], [-0.00459, 1.48021, -1.51680], [0.80502, 2.09332, 0.05907], [-2.07164, 0.06813, -1.33609], [-2.47488, -1.28649, 1.20874], [-3.78049, -1.04278, 0.05538], [-3.28737, 0.36018, 1.05115], [1.29522, -0.08835, -2.50867], [2.24224, -1.38056, -1.57694], [2.98012, 0.17443, -1.70477], [-0.53169, -1.70441, 0.75768]],
  "lowdin_charge": [0.0153, -0.2485, -0.2273, -0.2374, -0.6883, -0.4500, -0.1890, -0.1292, 0.9892, 0.0515, 0.0507, 0.1425, 0.1188, 0.1542, 0.1159, 0.1124, 0.0889, 0.0372, 0.0926, 0.0860, 0.0946, 0.0814, 0.0798, -0.1413]
}

=====

# 3
{
  "formula": "C2H7N2",
  "method": "the ωB97M-V functional and the def2-TZVPD basis",
  "de_lowest_kj_mol": 255.4,
  "gap_ev": 9.0,
  "total_charge": 1,
  "smiles": "N/C=C/[NH3+]",
  "homo_ha": -0.4816,
  "fmax_ev_per_a": 1.6,
  "species": ["N", "C", "C", "N", "H", "H", "H", "H", "H", "H", "H"],
  "positions_angstrom": [[-0.86485, -1.21732, -1.10438], [-0.63458, -0.48699, -0.02147], [0.18616, 0.60991, -0.06063], [1.12214, 0.95882, 1.05065], [-1.86454, -1.29823, -1.25903], [-0.30864, -1.11388, -1.93965], [-1.40954, -0.64914, 0.72948], [-0.02705, 1.47083, -0.66758], [0.91233, 1.59165, 1.80371], [1.54750, 0.12425, 1.46138], [1.88308, 1.27388, 0.46088]],
  "lowdin_charge": [0.1443, -0.1950, -0.1199, 0.1726, 0.1302, 0.1245, 0.1409, 0.1172, 0.1592, 0.1690, 0.1570]
}

=====

# 4
{
  "formula": "H37O18",
  "method": "the ωB97M-V functional and the def2-TZVPD basis",
  "de_lowest_kj_mol": 856.2,
  "gap_ev": 9.7,
  "total_charge": 1,
  "homo_ha": -0.4516,
  "fmax_ev_per_a": 8.7,
  "species": ["O", "H", "H", "O", "H", "O", "H", "H", "O", "H", "H", "O", "H", "H", "O", "H", "H", "O", "H", "H", "O", "H", "H", "O", "H", "H", "O", "H", "H", "O", "H", "H", "O", "H", "H", "O", "H", "H", "O", "H", "H", "O", "H", "H", "O", "H", "H", "O", "H", "H", "O", "H", "H", "H", "H"],
  "positions_angstrom": [[2.36591, -1.91809, 1.84010], [-2.94351, -3.49550, 2.61119], [2.79369, -2.16250, 0.91487], [-0.02193, -3.10243, 2.57289], [-3.46076, 4.63396, -2.98076], [2.57822, 1.59097, -0.39738], [2.95629, 2.35470, -0.75350], [4.68296, -3.82460, 2.25206], [0.89707, -4.30169, -3.73996], [-0.59627, -3.89889, 2.41001], [0.89206, -3.99662, -2.81957], [-3.33114, 2.00085, 2.07091], [-3.00289, 2.62262, 2.93372], [5.11598, -0.58036, -1.42203], [-4.36059, 4.25125, -2.76782], [-4.37658, 4.63847, -1.87337], [1.43265, -1.65944, -1.25676], [-1.10491, 1.27685, -0.34927], [-0.46715, 2.78440, 3.37026], [-3.52365, 0.84340, -3.51904], [-2.09445, -0.39919, 1.76895], [-2.67000, 0.33969, 1.65063], [-2.33470, -1.23715, 2.04458], [-1.20687, 3.82597, -1.18300], [-1.22611, 2.90307, -0.76076], [3.76148, -4.76072, 2.28439], [2.17125, -1.49505, -0.72768], [-1.99567, 1.06352, 0.04154], [1.73858, -3.99878, -3.94880], [-1.21952, 2.26313, -4.16463], [-0.95309, 2.18630, -5.05844], [-1.99371, 1.82361, -3.93625], [0.38899, -0.20791, 1.71721], [-0.44573, -0.41256, 1.29315], [0.26733, 0.85298, 1.67474], [-3.20207, -2.73909, 2.24316], [-1.43764, 3.78847, -2.16031], [-4.06512, -2.55121, 2.29814], [4.23096, -0.36142, -1.88710], [2.70477, -0.83730, -1.32489], [4.51973, 0.01149, -2.74745], [3.78407, 0.53210, 1.92846], [3.71690, 1.11116, 2.56369], [4.15097, 1.02083, 1.27539], [3.94555, -3.98401, 1.72315], [2.30133, -0.82011, 1.83206], [-3.91970, 1.16749, 2.40879], [-2.93076, 0.32520, -3.17769], [2.68078, 1.15172, -1.12128], [-3.27890, -0.55557, -3.15396], [-0.98108, 2.45267, 2.58908], [-0.50381, -2.22967, 2.59759], [-0.66104, 2.85673, 1.79788], [-1.08741, 0.73635, -1.15663], [1.31921, -1.88006, 1.67976]],
  "lowdin_charge": [0.0500, -0.0031, 0.1424, -0.0648, 0.0500, 0.0567, 0.0425, 0.0111, -0.0231, 0.0811, 0.0315, -0.2012, 0.1640, 0.1317, -0.0916, 0.0406, 0.0179, -0.0517, 0.0988, -0.0449, -0.0309, -0.0155, -0.0347, -0.1384, -0.0040, 0.0727, -0.0546, 0.0715, -0.0087, -0.0058, 0.0299, -0.0454, -0.1297, -0.0161, 0.1178, 0.0838, 0.0271, 0.0149, -0.0733, 0.0570, 0.0896, 0.0777, -0.0215, -0.0065, -0.0228, 0.1702, 0.1213, 0.0439, -0.0926, 0.0650, -0.0599, 0.0485, 0.0358, 0.0729, 0.1230]
}

=====

# 5
{
  "formula": "C42H37AsCl3N3OTi",
  "method": "the ωB97M-V functional and the def2-TZVPD basis",
  "gap_ev": [5.5, 5.5],
  "homo_ha": [-0.2084, -0.2108],
  "fmax_ev_per_a": 0.6,
  "species": ["Ti", "C", "C", "N", "C", "C", "C", "C", "C", "C", "C", "C", "C", "N", "C", "H", "H", "H", "H", "H", "H", "H", "H", "Cl", "C", "C", "C", "Cl", "C", "O", "C", "Cl", "C", "H", "H", "C", "C", "C", "C", "C", "C", "As", "N", "C", "C", "C", "C", "C", "C", "C", "C", "C", "C", "C", "C", "C", "C", "C", "C", "C", "C", "H", "H", "H", "H", "H", "H", "H", "H", "H", "H", "H", "H", "H", "H", "H", "H", "H", "H", "H", "H", "H", "H", "H", "H", "H", "H", "H"],
  "positions_angstrom": [[1.87218, -0.85202, -0.31350], [-0.42921, -4.18863, -1.85877], [-0.05633, -2.88334, -1.73966], [1.14009, -2.49148, -1.21049], [2.05250, -3.49466, -0.92779], [1.68946, -4.87668, -0.98475], [0.44232, -5.21919, -1.43273], [2.70770, -5.83818, -0.61519], [3.97199, -5.45506, -0.35628], [4.38282, -4.06751, -0.44598], [5.68990, -3.66293, -0.38098], [5.99030, -2.29682, -0.59404], [4.98457, -1.40549, -0.80345], [3.65910, -1.74030, -0.81092], [3.36812, -3.09534, -0.70337], [-1.40007, -4.41732, -2.27224], [-0.72918, -2.08857, -2.04044], [0.15290, -6.25780, -1.49893], [2.42867, -6.88177, -0.58389], [4.73204, -6.18650, -0.11591], [6.47317, -4.38617, -0.21003], [7.00876, -1.94037, -0.59019], [5.20781, -0.35446, -0.95852], [4.35833, 3.30691, 5.13343], [3.77925, 2.05179, 4.08064], [3.87079, 2.21893, 2.70915], [3.38707, 1.21134, 1.90023], [3.57920, 1.36225, 0.16919], [2.77740, 0.04255, 2.38483], [2.25262, -0.85690, 1.59583], [2.77905, -0.09913, 3.78368], [2.20068, -1.58055, 4.46808], [3.25232, 0.89099, 4.62508], [4.31308, 3.10477, 2.28152], [3.21693, 0.75035, 5.69367], [-5.96655, -1.07022, -3.42991], [-4.69905, -0.84227, -2.66264], [-3.55717, -0.36494, -3.27771], [-2.37829, -0.12087, -2.57724], [-1.22991, 0.44349, -3.35797], [-2.33893, -0.37414, -1.20259], [-0.84149, -0.14728, 0.05029], [0.67016, 0.58398, -0.79353], [0.89312, 1.92078, -1.17026], [0.73462, 2.98735, -0.28499], [1.07103, 4.26922, -0.67842], [1.58854, 4.51321, -1.94385], [1.77219, 3.45433, -2.81871], [1.42442, 2.16721, -2.43762], [-1.61603, 1.28868, 1.13023], [-2.31770, 2.36860, 0.58968], [-2.49117, 2.62029, -0.87989], [-2.89730, 3.29632, 1.45368], [-2.80782, 3.17949, 2.83079], [-3.42315, 4.19839, 3.74164], [-2.12716, 2.08651, 3.34595], [-1.54817, 1.13135, 2.51999], [-0.92364, -0.07201, 3.15618], [-3.47091, -0.90380, -0.56878], [-3.49206, -1.25140, 0.89417], [-4.63049, -1.11717, -1.30359], [-5.83257, -0.85212, -4.48608], [-6.76772, -0.43615, -3.05475], [-6.29957, -2.10285, -3.33683], [-3.57372, -0.16525, -4.34196], [-1.38453, 0.26476, -4.41947], [-0.26835, 0.01465, -3.06648], [-1.14654, 1.52162, -3.21200], [0.38083, 2.81051, 0.72123], [0.94655, 5.08344, 0.01980], [1.85774, 5.51682, -2.23940], [2.18741, 3.62455, -3.80293], [1.56399, 1.33513, -3.12269], [-1.67785, 2.21987, -1.48376], [-2.53327, 3.69365, -1.05707], [-3.42159, 2.17752, -1.24153], [-3.42191, 4.14207, 1.02827], [-3.96213, 4.95555, 3.17858], [-2.65830, 4.69796, 4.33482], [-4.12064, 3.73222, 4.43577], [-2.05572, 1.95975, 4.41766], [-0.74859, 0.10933, 4.21488], [0.02044, -0.35692, 2.69706], [-1.58206, -0.94282, 3.07440], [-2.55063, -1.70308, 1.23274], [-4.28211, -1.97453, 1.08494], [-3.67505, -0.37211, 1.51951], [-5.49754, -1.52139, -0.79688]],
  "lowdin_charge": [0.8978, -0.0524, -0.1367, -0.0584, -0.1677, -0.1604, -0.0260, -0.0187, -0.0187, -0.1578, -0.0213, -0.0622, -0.1512, -0.0458, -0.1676, 0.1048, 0.0746, 0.1107, 0.1124, 0.1126, 0.1112, 0.1020, 0.0728, 0.6588, -0.6744, -0.1250, -0.4975, 0.8517, -0.4532, -0.2405, -0.5838, 0.7208, -0.1291, 0.1087, 0.1054, -0.0490, -0.2675, -0.0132, -0.2917, -0.0526, -0.3081, 1.3554, -0.3521, -0.4505, -0.0740, -0.0776, -0.0957, -0.0841, -0.0764, -0.2958, -0.2656, -0.0389, -0.0085, -0.2629, -0.0477, -0.0102, -0.2893, -0.0765, -0.2794, -0.0713, -0.0114, 0.0731, 0.0816, 0.0810, 0.1150, 0.0837, 0.0533, 0.0734, 0.1098, 0.1043, 0.0972, 0.1020, 0.1069, 0.0386, 0.0889, 0.0955, 0.1160, 0.0730, 0.0832, 0.0815, 0.1189, 0.0795, 0.0271, 0.0784, 0.0489, 0.0817, 0.0876, 0.1190]
}

=====

Calculated total energy for the records above, in order: -687.94309 -655.03716 -189.58308 -1376.06212 -6328.09364 Eh